No. 1
43
Properties=species:S:1:pos:R:3:mulliken_charge:R:1 method="wB97M-V/def2-TZVPD" total_energy_ha=-2625.54556 homo_energy_ev=-12.904 total_charge=+2
C -2.85175 -0.43707 -3.17451 -1.166
C -4.05396 -1.03665 -2.45007 -0.635
C -3.82600 -1.63388 -1.05545 -0.137
F -3.87118 -3.01315 -1.06990 -0.333
C -2.56557 -1.17403 -0.38302 0.394
N -2.70621 -0.15927 0.41304 -0.521
C -1.57511 0.29556 1.02966 0.074
C -1.66203 1.38784 1.90940 -0.796
C -0.54933 1.86093 2.58130 -1.057
C 0.68777 1.22349 2.36991 0.414
C 1.91800 1.69871 3.08761 -0.781
C 2.96011 2.36655 2.11236 -0.468
S 4.30519 1.19846 1.71765 -0.044
C 4.61834 1.45108 0.04697 0.497
N 4.24724 0.62476 -0.87382 -0.067
N 4.69218 1.13788 -2.04156 -0.400
C 5.30022 2.24172 -1.75003 0.071
O 5.29185 2.51477 -0.43709 -0.267
C 0.78848 0.15581 1.49956 -0.204
C -0.34046 -0.32163 0.80609 -0.155
N -0.18915 -1.37672 -0.05183 -0.544
C -1.27987 -1.79182 -0.62101 0.910
C -1.14382 -3.00911 -1.49579 -0.955
N -1.01748 -4.15029 -0.58271 -0.597
H -2.13475 -1.17882 -3.50326 0.264
H -2.35443 0.33803 -2.59943 0.299
H -3.21032 0.04012 -4.08145 0.426
H -4.52710 -1.77742 -3.08527 0.361
H -4.78216 -0.24228 -2.32578 0.382
H -4.64070 -1.30703 -0.41952 0.434
H -2.61701 1.86399 2.06121 0.512
H -0.65703 2.70544 3.24440 0.304
H 1.58636 2.39388 3.89115 0.521
H 2.37039 0.82488 3.58727 0.674
H 2.42831 2.62468 1.20635 0.564
H 3.36061 3.32073 2.53850 0.223
H 5.77523 2.92197 -2.42664 0.434
H 1.73583 -0.33866 1.33506 0.512
H -0.22828 -2.86964 -2.07066 0.346
H -1.99401 -3.13358 -2.14266 0.536
H -0.09473 -4.14281 -0.17580 0.211
H -1.15945 -5.02587 -1.06359 0.241
Yb 3.96578 2.92845 4.44336 1.526

No. 2
47
Properties=species:S:1:pos:R:3:mulliken_charge:R:1 method="wB97M-V/def2-TZVPD" total_energy_ha=-6864.21358 homo_energy_ev="-10.559 / -10.464" multiplicity=2 relative_energy_kj_mol=361.18 total_charge=+1 s2=1.04
Ir 0.36253 -0.06178 0.85988 0.738
O -1.03561 -1.64169 2.22684 -0.267
C -0.60736 -1.97198 3.53651 -1.240
C 0.88910 -2.33933 3.52700 1.968
C 1.12126 -3.25540 4.76855 -1.406
O 2.46338 -3.58197 4.96990 -0.521
C 1.23164 -3.17003 2.28495 -1.459
Se 1.55086 -2.23462 0.57308 -0.097
C 1.81445 -1.11991 3.68631 -1.270
Se 1.10257 0.63117 3.08414 -0.195
H -1.97278 -1.41146 2.23853 0.269
H -1.18174 -2.83328 3.90031 0.509
H -0.77317 -1.13174 4.22382 0.435
H 0.49881 -4.15231 4.67256 0.491
H 0.80020 -2.71063 5.66287 0.466
H 2.70165 -4.37757 4.48334 0.348
H 0.43144 -3.88414 2.09101 0.454
H 2.16112 -3.72121 2.45023 0.551
H 2.73786 -1.27968 3.13075 0.351
H 2.07925 -0.99479 4.73715 0.566
S 1.41572 1.53587 -0.67820 -0.112
C 1.09699 3.19609 -0.47664 0.617
N 0.07636 3.80024 -1.16163 0.235
C -0.03125 5.13811 -1.19021 0.023
C 0.84885 5.90754 -0.47517 -0.664
C 1.81927 5.21924 0.28454 -0.023
N 1.92890 3.91507 0.26639 -0.425
H -0.58358 3.23611 -1.70329 0.080
H -0.82310 5.53972 -1.80678 0.466
H 0.78595 6.98171 -0.48639 0.399
H 2.53056 5.74032 0.91058 0.442
O 0.68281 2.04228 -3.72400 -0.578
S -0.67312 1.76776 -3.35903 1.105
O -1.56161 2.90409 -3.37172 -0.716
N -0.69666 1.19432 -1.80010 -0.529
C -1.17306 -0.03358 -1.71041 0.743
O -1.22176 -0.68176 -0.65013 -0.865
C -1.60869 -0.58357 -3.02230 0.088
C -2.17056 -1.82790 -3.26531 -0.478
C -2.49764 -2.16309 -4.57248 -0.577
C -2.24183 -1.28558 -5.61728 -0.516
C -1.66147 -0.04209 -5.37912 -0.571
C -1.36816 0.28639 -4.07852 0.369
H -2.34779 -2.51125 -2.44947 0.510
H -2.95874 -3.11774 -4.78094 0.405
H -2.49543 -1.56274 -6.62931 0.415
H -1.44641 0.64679 -6.18082 0.466

No. 3
38
Properties=species:S:1:pos:R:3:mulliken_charge:R:1 method="wB97M-V/def2-TZVPD" total_energy_ha=-859.70456 homo_energy_ev=-11.805 smiles=CO[C@H](c1ccc(C)cc1)[n+]1nn(C)c2ccccc21 total_charge=+1
C 3.12795 0.38679 -2.11533 -0.739
O 1.69768 0.63367 -2.05935 -0.326
C 0.94808 -0.21863 -1.22721 -0.424
C -0.48326 -0.04907 -1.69535 0.357
C -1.26793 -1.20072 -1.91791 -0.501
C -2.64501 -1.06433 -2.19556 -0.633
C -3.20646 0.21498 -2.35421 0.849
C -4.69794 0.37796 -2.55258 -1.351
C -2.34699 1.32080 -2.40480 -0.631
C -0.98366 1.18357 -2.15157 -0.559
H 3.60179 1.36515 -2.12379 0.266
H 3.46622 -0.18173 -1.24226 0.353
H 3.33987 -0.14879 -3.04997 0.290
H 1.25123 -1.25698 -1.21921 0.550
H -0.79426 -2.17694 -1.76059 0.455
H -3.27109 -1.96376 -2.29411 0.391
H -4.98403 1.43451 -2.59922 0.344
H -5.09546 -0.10257 -3.46005 0.316
H -5.23417 -0.07430 -1.70744 0.335
H -2.74960 2.29917 -2.65082 0.321
H -0.32928 2.04913 -2.16336 0.447
C 3.03126 1.81326 2.61615 -0.767
N 2.17090 0.86573 1.93007 0.373
N 2.13424 0.75829 0.61139 -0.841
N 1.19496 -0.12454 0.30820 0.820
C 0.72357 -0.71156 1.48167 0.368
C 1.30329 -0.02900 2.53801 1.246
C 1.06597 -0.24066 3.91016 -1.060
C 0.14605 -1.26740 4.17393 -0.544
C -0.44057 -2.00602 3.11316 -0.648
C -0.15430 -1.76011 1.74761 -0.428
H 2.96231 1.64917 3.69048 0.278
H 4.06559 1.64874 2.29975 0.320
H 2.70608 2.83776 2.40325 0.320
H 1.60081 0.37089 4.64955 0.280
H -0.12632 -1.51839 5.19546 0.400
H -1.15402 -2.81083 3.37736 0.365
H -0.57350 -2.30326 0.89849 0.407

No. 4
43
Properties=species:S:1:pos:R:3:mulliken_charge:R:1 method="wB97M-V/def2-TZVPD" total_energy_ha=-1538.62305 homo_energy_ev=-8.630 smiles="COc1ccc([N+](=O)[O-])cc1NC(=O)CSc1nc(C)c(C)c(C)n1" relative_energy_kj_mol=318.32
C 0.69742 2.15229 -3.33769 -0.992
H 0.34022 1.89935 -4.33992 0.375
O -0.13664 1.60539 -2.34157 -0.423
C -0.25683 0.25623 -2.24613 1.085
C 0.36918 -0.66039 -3.08020 -0.432
C 0.19852 -2.01750 -2.87710 -0.844
C -0.60266 -2.45608 -1.83328 -0.640
C -1.25423 -1.55721 -0.99232 -0.050
C -1.08550 -0.20005 -1.19044 -0.153
N -1.66390 0.77257 -0.38824 -0.073
C -2.18893 0.60227 0.86521 0.404
O -2.59220 -0.44289 1.31226 -0.645
C -2.37491 1.91858 1.61072 -0.808
H -2.49911 1.70337 2.67135 0.401
H -3.25929 2.43870 1.24044 0.403
S -0.99021 3.08605 1.39266 -0.230
C 0.34035 1.96754 1.62327 0.125
N 1.56409 2.45258 1.55614 -0.621
C 2.55807 1.58240 1.69296 1.228
C 2.32485 0.21364 1.88601 0.271
C 0.98615 -0.18646 1.94826 1.005
N 0.01170 0.70628 1.81748 -0.189
C 0.53982 -1.59523 2.15684 -1.742
H -0.54609 -1.62352 2.15803 0.304
H 0.90861 -1.97493 3.10801 0.498
H 0.91197 -2.23810 1.36089 0.366
C 3.46565 -0.74301 2.02321 -1.846
H 4.12357 -0.67408 1.15734 0.346
H 3.11590 -1.76599 2.11246 0.400
H 4.05626 -0.49952 2.90629 0.331
C 3.93768 2.14729 1.62681 -1.275
H 4.49700 1.69286 0.81041 0.343
H 3.87743 3.22024 1.47242 0.354
H 4.47203 1.94389 2.55343 0.320
H -1.39318 1.71707 -0.64179 0.294
H -1.87471 -1.91853 -0.18765 0.730
N -0.75241 -3.86552 -1.60774 1.060
O -1.38951 -4.22358 -0.64019 -0.614
O -0.21798 -4.62168 -2.39565 -0.650
H 0.68376 -2.73968 -3.51439 0.489
H 0.99828 -0.32569 -3.88871 0.443
H 0.64896 3.23052 -3.19635 0.258
H 1.73183 1.81734 -3.21949 0.392

No. 5
44
Properties=species:S:1:pos:R:3:mulliken_charge:R:1 method="wB97M-V/def2-TZVPD" total_energy_ha=-1936.93020 homo_energy_ev=-8.871 smiles="NS(=O)(=O)c1ccc(NC(=O)CSc2nc3c(c(=O)[nH]2)CCCC3)cc1" relative_energy_kj_mol=0.00
N -5.01350 1.73450 -1.03441 -0.521
S -5.49239 0.18931 -0.54820 1.241
O -6.20917 -0.41053 -1.63600 -0.663
O -6.12455 0.30918 0.73265 -0.665
C -3.91296 -0.60641 -0.36670 0.321
C -3.25416 -0.54928 0.84504 -0.860
C -2.02427 -1.16430 0.99026 -0.367
C -1.45891 -1.83902 -0.09219 0.659
C -2.13442 -1.87858 -1.31491 -0.772
C -3.36294 -1.26300 -1.44992 -0.730
H -3.91452 -1.29567 -2.37545 0.456
H -1.69496 -2.40108 -2.15259 0.367
N -0.23999 -2.50443 -0.00646 0.041
C 0.60442 -2.60236 1.05846 0.595
O 0.39233 -2.19507 2.17326 -0.651
C 1.84008 -3.45101 0.76281 -0.843
H 2.57879 -3.27582 1.54417 0.383
H 1.56635 -4.50756 0.75480 0.422
S 2.61721 -3.13463 -0.84802 -0.228
C 2.76891 -1.38711 -0.71493 0.051
N 2.07445 -0.79325 0.18716 -0.093
C 2.19760 0.55831 0.32034 0.241
C 3.03034 1.29007 -0.47142 0.709
C 3.80359 0.64017 -1.50832 -0.110
O 4.56442 1.16221 -2.29333 -0.689
N 3.60003 -0.75321 -1.56498 -0.047
H 4.12500 -1.26445 -2.26553 0.256
C 3.20253 2.77033 -0.31243 -0.941
C 2.07152 3.38454 0.50530 -0.802
C 1.83264 2.55852 1.76615 -0.936
C 1.34319 1.16517 1.38599 -0.187
H 0.31826 1.21542 1.00402 0.201
H 1.32557 0.49104 2.24398 0.373
H 2.76583 2.47890 2.32720 0.343
H 1.09519 3.04451 2.40613 0.363
H 1.15664 3.40477 -0.09043 0.323
H 2.32626 4.41246 0.76701 0.367
H 4.16313 2.95220 0.18054 0.324
H 3.26997 3.22369 -1.30377 0.365
H 0.08367 -2.91502 -0.87416 0.174
H -1.50032 -1.13871 1.93084 0.549
H -3.72441 -0.03699 1.66869 0.445
H -5.30615 2.43394 -0.37126 0.269
H -5.35031 1.94829 -1.95935 0.266